Entry 1:
Molecular formula: C25H40N4O29
Method: DFT, ωB97M-V/def2-TZVPD

Geometry (Å):
C 12.474 17.365 8.810
N 13.630 18.275 8.989
O 13.433 19.433 9.435
O 14.736 17.876 8.628
H 12.577 16.656 9.645
H 12.667 16.795 7.896
H 11.566 17.909 8.815
C 10.688 12.339 14.849
N 11.735 13.046 15.609
O 11.390 13.680 16.607
O 12.879 12.902 15.284
H 10.533 11.467 15.453
H 11.179 11.962 13.987
H 9.805 12.971 14.830
C 10.304 15.867 11.450
N 11.179 14.670 11.512
O 12.231 14.690 10.844
O 10.878 13.685 12.135
H 10.213 16.183 12.476
H 9.284 15.480 11.143
H 10.714 16.615 10.797
C 3.786 14.262 11.328
N 4.775 13.216 10.910
O 5.795 13.585 10.367
O 4.373 12.069 10.925
H 4.262 14.957 11.996
H 3.105 13.684 11.783
H 3.378 14.715 10.410
O 10.491 16.303 14.538
C 11.696 16.381 14.652
O 12.356 16.981 15.608
C 13.794 16.881 15.399
C 13.875 15.974 14.203
O 12.523 15.766 13.780
H 14.263 17.834 15.146
H 14.202 16.444 16.283
H 14.326 14.981 14.486
H 14.399 16.430 13.327
O 9.138 10.015 13.240
C 8.024 9.915 12.929
O 6.985 9.944 13.765
C 5.771 9.971 13.056
C 6.189 9.624 11.643
O 7.565 9.900 11.638
H 5.126 9.221 13.578
H 5.416 11.003 13.067
H 5.825 10.373 10.934
H 6.061 8.583 11.342
O 5.978 13.508 13.421
C 6.745 14.171 14.116
O 7.533 13.616 15.072
C 8.028 14.548 16.037
C 7.765 15.866 15.354
O 6.901 15.462 14.175
H 7.464 14.570 17.000
H 9.140 14.379 16.202
H 8.693 16.304 14.980
H 7.136 16.546 15.903
O 12.786 18.266 12.672
C 12.771 19.466 12.524
O 13.915 20.182 12.201
C 13.490 21.557 11.868
C 12.145 21.667 12.627
O 11.770 20.305 12.803
H 14.347 22.250 12.201
H 13.480 21.601 10.761
H 11.320 22.215 12.133
H 12.255 22.098 13.611
O 10.228 15.994 8.163
C 10.611 15.065 7.506
O 9.864 14.140 6.857
C 10.702 13.107 6.231
C 12.002 13.829 6.155
O 11.902 14.854 7.216
H 10.634 12.191 6.853
H 10.211 12.971 5.303
H 12.220 14.366 5.231
H 12.813 13.221 6.449
O 12.534 11.196 8.408
C 12.399 10.887 9.557
O 13.205 9.993 10.144
C 12.780 9.750 11.565
C 11.839 10.934 11.741
O 11.587 11.374 10.434
H 12.348 8.783 11.717
H 13.614 9.838 12.205
H 12.228 11.848 12.212
H 10.842 10.682 12.173
O 14.301 12.943 12.700
C 14.622 13.507 11.690
O 15.137 14.722 11.563
C 15.323 15.077 10.192
C 14.638 13.971 9.440
O 14.559 12.914 10.436
H 14.956 16.029 9.826
H 16.435 15.098 9.966
H 15.020 13.546 8.560
H 13.569 14.090 9.308

Highest occupied orbital energy: -10.14 eV
2S+1: 1
Gap between HOMO and LUMO: 0.3794 Eh

=====

Entry 2:
Molecular formula: C25H41BiN3P2
Method: DFT, ωB97M-V/def2-TZVPD

Geometry (Å):
Bi 0.405 -0.473 -2.495
C -0.802 -2.563 3.757
C 0.476 -2.900 3.289
C 0.708 -1.238 4.863
C -0.673 -1.556 4.739
C 1.421 -2.070 3.945
C -2.075 -3.194 3.330
H -2.001 -3.492 2.280
H -2.882 -2.468 3.465
H -2.305 -4.089 3.925
C -1.764 -0.899 5.493
H -2.706 -1.006 4.931
H -1.536 0.169 5.608
H -1.926 -1.323 6.499
C 1.282 -0.239 5.766
H 1.427 -0.615 6.795
H 0.627 0.648 5.825
H 2.258 0.076 5.380
C 2.862 -2.105 3.763
H 3.330 -2.844 4.431
H 3.279 -1.121 3.992
H 3.097 -2.382 2.728
C 0.810 -4.000 2.379
H 1.036 -4.912 2.947
H 1.686 -3.764 1.781
H -0.033 -4.230 1.721
C -1.057 1.619 -3.967
C -1.556 0.327 -3.760
C -1.274 -0.850 -4.655
C 0.218 -0.953 -5.224
C 1.475 -0.450 -4.383
C 1.673 0.932 -3.716
C 1.267 2.160 -4.524
C -0.166 2.025 -5.045
H -1.887 -0.744 -5.589
H 0.187 -0.546 -6.268
H -1.690 -1.773 -4.152
H -0.209 1.455 -5.997
H -1.561 2.455 -3.494
H -2.609 0.365 -3.469
H -0.461 3.061 -5.303
H 1.347 3.126 -3.939
H 2.664 1.256 -3.301
H 1.942 2.197 -5.422
H 0.285 -2.061 -5.373
H 2.310 -1.165 -4.110
P -1.949 1.054 -0.298
C -3.271 1.941 -1.165
C -2.361 -0.626 -1.147
P 1.290 2.330 -0.269
C -0.376 2.030 -1.036
C 2.830 1.151 -0.742
C 1.896 3.667 -1.245
H -3.444 2.841 -0.579
H -4.171 1.334 -1.161
H -3.040 2.197 -2.192
H -1.567 -1.301 -1.538
H -3.144 -0.528 -1.935
H -2.745 -1.117 -0.221
H 1.622 3.670 -2.314
H 2.989 3.690 -1.153
H 1.491 4.570 -0.769
H -1.034 2.944 -0.990
H -0.163 1.885 -2.123
H 3.341 1.123 0.236
H 3.548 1.518 -1.527
H 2.422 0.122 -0.943
N 0.656 -0.389 1.360
C 0.029 0.493 1.851
N -0.695 1.504 2.281
C -0.587 1.857 3.526
N -0.474 2.196 4.648

Highest occupied orbital energy (alpha / beta): -9.94 / -9.94 eV
2S+1: 1
Net charge: +1
Gap between HOMO and LUMO (alpha / beta): 0.1618 / 0.1619 Eh

=====

Entry 3:
Molecular formula: C25H41Cl3FeN3O3Si
Method: DFT, ωB97M-V/def2-TZVPD

Geometry (Å):
C -2.968 2.841 0.454
C -3.923 1.697 0.555
H -2.877 3.196 -0.578
H -1.976 2.592 0.844
H -3.350 3.681 1.050
C -5.146 1.762 0.005
C -5.634 2.904 -0.827
H -5.902 1.005 0.235
H -4.912 3.166 -1.618
H -5.835 3.813 -0.236
H -6.580 2.638 -1.314
Fe 0.594 0.792 0.903
Cl 0.209 2.102 2.560
Cl 2.011 1.221 -0.737
C 4.331 -2.067 2.364
O 5.285 -2.072 1.584
N 3.305 -2.958 2.323
C 3.298 -4.007 1.320
C 2.301 -3.009 3.374
H 4.224 -1.326 3.183
H 4.110 -3.829 0.613
H 2.331 -4.018 0.797
H 3.428 -4.990 1.798
H 2.493 -2.188 4.072
H 2.353 -3.965 3.915
H 1.286 -2.909 2.962
H 1.524 3.674 -2.220
H 0.903 1.481 -3.450
C 1.999 3.863 -3.194
C 1.737 1.588 -4.147
N 2.615 2.653 -3.710
H 2.783 4.623 -3.066
C 3.959 2.483 -3.687
O 4.553 1.429 -3.937
H 2.310 0.662 -4.205
H 4.505 3.419 -3.419
H 1.238 4.233 -3.893
H 1.327 1.824 -5.135
O -2.148 0.086 0.880
C -3.425 0.497 1.358
C -5.021 -1.209 0.338
C -4.408 -0.665 1.470
H -4.912 -0.706 -0.631
C -5.859 -2.334 0.465
H -3.248 0.891 2.370
C -4.652 -1.221 2.733
H -6.327 -2.755 -0.432
C -6.085 -2.894 1.725
C -5.505 -2.317 2.865
H -4.215 -0.736 3.613
H -6.725 -3.773 1.823
H -5.717 -2.722 3.858
Si -1.624 -1.023 -0.387
Cl -1.518 0.462 -1.874
C -2.574 -1.985 -1.845
C -2.112 -2.615 0.672
C 0.182 -1.344 0.249
H -3.025 -2.944 -1.551
H -1.831 -2.191 -2.641
H -3.378 -1.388 -2.319
H 0.981 -1.239 -0.491
H 0.207 -2.428 0.473
H 0.507 -0.991 1.283
H -3.144 -2.951 0.525
H -1.945 -2.410 1.741
H -1.446 -3.432 0.349
C 6.949 1.028 -0.743
C 6.386 0.591 0.455
C 5.370 1.359 1.052
N 4.975 2.515 0.521
C 5.515 2.963 -0.612
C 6.511 2.235 -1.285
H 7.723 0.430 -1.240
H 6.667 -0.352 0.930
H 4.893 1.023 1.976
H 5.163 3.923 -0.992
H 6.903 2.622 -2.222

Energy above the lowest of the compared OMol25 structures with the same formula, charge and spin: 81.7 kcal/mol
Highest occupied orbital energy (alpha / beta): -4.86 / -4.86 eV
2S+1: 5
Net charge: -1
Gap between HOMO and LUMO (alpha / beta): 0.2716 / 0.2708 Eh

=====

Entry 4:
Molecular formula: C25H41Cl4N5O7PS
Method: DFT, ωB97M-V/def2-TZVPD

Geometry (Å):
C 2.931 -2.593 3.119
C 2.373 -1.866 1.891
P 2.701 -0.039 1.795
C 3.247 0.425 3.471
N 1.040 0.644 1.726
C 0.305 1.181 2.880
C -0.761 0.196 3.385
C -0.197 -0.781 4.428
C -1.054 -2.005 4.706
O -1.220 -2.455 5.802
O -1.642 -2.592 3.624
C 0.458 0.571 0.535
N 0.995 -0.020 -0.544
C 0.112 0.082 -1.530
C 0.408 -0.404 -2.901
C 1.070 0.732 -3.725
C 2.126 0.235 -4.716
C 1.551 -0.124 -6.096
S 1.900 1.154 -7.290
O 1.939 2.401 -6.598
O 2.979 0.737 -8.130
O 0.565 1.175 -8.151
N -1.003 0.706 -1.137
C -2.202 1.033 -1.891
C -3.344 -0.008 -1.779
C -2.865 -1.423 -1.589
C -2.611 -2.213 -2.708
C -2.171 -3.522 -2.579
C -1.983 -4.072 -1.320
C -2.240 -3.297 -0.196
C -2.678 -1.987 -0.332
N -0.778 1.043 0.186
O -1.657 1.797 0.864
N -2.932 0.975 1.150
O -3.776 1.697 1.365
H 2.516 -3.600 3.167
H 4.014 -2.679 3.065
H 2.650 -2.097 4.045
H 1.294 -2.022 1.803
H 2.813 -2.270 0.980
H 2.498 0.326 4.252
H 3.588 1.457 3.423
H 4.110 -0.200 3.689
H 1.009 1.431 3.663
H -0.166 2.116 2.589
H -1.168 -0.342 2.529
H -1.555 0.776 3.860
H 0.784 -1.129 4.105
H -0.103 -0.264 5.380
H -1.213 -2.300 2.813
H -0.483 -0.793 -3.385
H 1.142 -1.195 -2.766
H 1.571 1.397 -3.019
H 0.318 1.337 -4.234
H 2.644 -0.629 -4.303
H 2.855 1.033 -4.832
H 1.970 -1.052 -6.478
H 0.467 -0.231 -6.076
H 0.642 0.522 -8.863
H -1.897 1.130 -2.930
H -2.550 2.021 -1.588
H -4.076 0.287 -1.029
H -3.878 0.036 -2.730
H -2.776 -1.821 -3.706
H -1.997 -4.132 -3.455
H -1.664 -5.098 -1.204
H -2.124 -3.717 0.795
H -2.901 -1.426 0.568
Cl -7.585 0.938 -0.903
C -7.000 2.392 -0.056
C -7.312 3.661 -0.804
Cl -6.379 3.771 -2.321
H -5.928 2.278 0.078
H -7.477 2.409 0.922
H -7.037 4.521 -0.196
H -8.368 3.728 -1.052
Cl 6.257 1.871 2.680
C 7.336 2.076 4.090
C 7.204 0.953 5.085
Cl 5.625 0.961 5.925
H 7.105 3.037 4.542
H 8.353 2.103 3.706
H 7.967 1.060 5.853
H 7.319 -0.016 4.608

Highest occupied orbital energy: -11.25 eV
2S+1: 1
Net charge: +1
Gap between HOMO and LUMO: 0.2514 Eh

=====

Entry 5:
Molecular formula: C25H41CoF3N6O6PSSi
Method: DFT, ωB97M-V/def2-TZVPD

Geometry (Å):
Co -0.281 1.574 -0.217
F -0.897 3.105 -4.629
C -1.466 3.292 -3.444
F -2.258 2.265 -3.168
F -2.181 4.406 -3.450
S -0.155 3.411 -2.162
O -0.903 3.386 -0.880
O 0.646 4.550 -2.450
O 0.538 2.100 -2.221
N 3.415 -0.030 3.058
C 2.624 -0.163 1.838
P 2.757 1.370 0.855
O 3.906 2.114 1.657
O 1.593 2.287 0.619
C 3.561 1.088 -0.755
N 3.069 2.136 -1.701
H 4.097 -0.772 3.146
H 2.837 -0.037 3.888
H 4.055 1.591 2.484
H 1.566 -0.327 2.016
H 2.944 -0.999 1.219
H 3.298 0.119 -1.170
H 4.639 1.187 -0.642
H 2.042 1.975 -1.921
H 3.601 2.137 -2.573
H 3.116 3.071 -1.285
C -0.385 1.311 2.696
N -1.220 1.787 1.543
C -1.543 3.239 1.814
N -2.193 3.410 3.092
C -1.329 2.905 4.156
N -1.039 1.480 3.972
C -2.305 0.744 3.957
N -3.183 1.213 2.889
C -2.516 1.032 1.621
C -3.437 2.641 3.097
H 0.548 1.868 2.678
H -0.198 0.250 2.530
H -2.199 3.592 1.024
H -0.607 3.796 1.778
H -1.825 3.046 5.116
H -0.392 3.463 4.155
H -2.805 0.878 4.916
H -2.100 -0.319 3.813
H -3.156 1.398 0.817
H -2.305 -0.023 1.452
H -3.934 2.774 4.057
H -4.092 3.010 2.307
C -0.291 -0.973 -3.825
C 0.760 -1.674 -2.950
C 2.113 -1.034 -3.279
C 0.805 -3.155 -3.347
Si 0.266 -1.513 -1.121
O 0.659 -0.069 -0.420
C 1.053 -2.875 -0.086
C 0.316 -3.554 0.887
C 0.893 -4.530 1.692
C 2.231 -4.853 1.542
C 2.992 -4.193 0.585
C 2.405 -3.224 -0.214
C -1.595 -1.728 -1.100
C -2.250 -2.948 -1.309
C -3.631 -3.016 -1.412
C -4.399 -1.863 -1.314
C -3.779 -0.641 -1.103
C -2.396 -0.599 -0.998
H 0.000 -1.045 -4.877
H -0.386 0.088 -3.582
H -1.275 -1.429 -3.722
H 2.342 -1.166 -4.340
H 2.942 -1.480 -2.725
H 2.085 0.040 -3.092
H 1.046 -3.240 -4.411
H -0.162 -3.639 -3.201
H 1.548 -3.724 -2.791
H -0.732 -3.317 1.027
H 0.294 -5.043 2.433
H 2.679 -5.623 2.156
H 4.036 -4.446 0.455
H 3.023 -2.739 -0.961
H -1.675 -3.863 -1.392
H -4.112 -3.971 -1.572
H -5.475 -1.918 -1.400
H -4.370 0.261 -1.025
H -1.908 0.364 -0.803

Energy above the lowest of the compared OMol25 structures with the same formula, charge and spin: 3.7 kcal/mol
Highest occupied orbital energy (alpha / beta): -11.46 / -11.45 eV
2S+1: 2
Net charge: +1
Gap between HOMO and LUMO (alpha / beta): 0.3138 / 0.3336 Eh

=====

Entry 6:
Molecular formula: C25H41F3O2P2Sm
Method: DFT, ωB97M-V/def2-TZVPD

Geometry (Å):
Sm 1.054 -1.452 0.325
C -0.863 -1.600 2.449
C -0.672 -2.864 1.792
C 1.097 -2.522 3.264
C 0.185 -1.437 3.413
C 0.567 -3.418 2.279
C -1.970 -0.631 2.267
H -2.704 -1.023 1.553
H -1.616 0.339 1.876
H -2.463 -0.445 3.234
C 0.244 -0.398 4.452
H -0.732 0.094 4.562
H 0.991 0.377 4.228
H 0.522 -0.847 5.418
C 2.291 -2.739 4.113
H 2.070 -2.579 5.178
H 3.099 -2.054 3.821
H 2.664 -3.766 4.008
C 1.199 -4.705 1.856
H 1.715 -5.177 2.699
H 1.948 -4.582 1.054
H 0.443 -5.417 1.496
C -1.569 -3.399 0.719
H -1.249 -4.403 0.412
H -1.602 -2.765 -0.193
H -2.605 -3.465 1.090
C -3.192 3.971 0.134
C -3.937 2.905 -0.115
C -4.151 2.294 -1.520
C -2.949 2.429 -2.469
C -1.754 2.291 -1.599
C -0.764 3.071 -1.089
C -0.904 4.565 -1.125
C -2.421 4.815 -0.886
H -5.059 2.663 -2.027
H -2.999 3.296 -3.149
H -4.281 1.206 -1.402
H -2.905 4.586 -1.848
H -3.041 4.286 1.163
H -4.459 2.343 0.693
H -2.614 5.882 -0.666
H -0.286 5.201 -0.467
H 0.118 2.618 -0.589
H -0.653 4.912 -2.158
H -2.917 1.560 -3.160
H -1.913 1.417 -0.919
P 0.139 0.434 -2.247
C 0.142 1.697 -3.724
C -0.814 -0.742 -3.357
P 2.418 -0.966 -1.697
C 1.950 0.120 -3.002
C 1.795 -2.656 -2.260
C 4.150 -1.399 -1.595
H 0.671 2.616 -3.466
H -0.810 2.037 -4.163
H 0.704 1.249 -4.546
H -0.428 -0.627 -4.383
H -1.890 -0.503 -3.422
H -0.729 -1.780 -3.009
H 4.411 -1.656 -2.631
H 4.194 -2.280 -0.931
H 4.689 -0.543 -1.156
H 2.538 1.042 -3.010
H 2.042 -0.432 -3.934
H 2.525 -3.341 -1.784
H 1.900 -2.585 -3.368
H 0.760 -2.975 -1.977
F 2.564 2.832 2.240
C 2.996 1.582 2.522
F 4.321 1.560 2.229
F 2.893 1.356 3.873
C 2.168 0.474 1.754
O 1.014 0.728 1.206
O 2.719 -0.680 1.676

Energy above the lowest of the compared OMol25 structures with the same formula, charge and spin: 1.2 kcal/mol
Highest occupied orbital energy (alpha / beta): -10.03 / -10.06 eV
2S+1: 6
Net charge: +1
Gap between HOMO and LUMO (alpha / beta): 0.2287 / 0.2545 Eh